Here is one molecule with the formula C2H10N4O3Si2 in a non-equilibrium geometry from the Open Molecules 2025 dataset. Energies are from ωB97M-V/def2-TZVPD.

```
! wB97M-V def2-TZVPD RIJCOSX def2/J DEFGRID3
* xyz 0 1
N 0.915 3.501 0.632
C 1.166 2.330 0.016
O 2.214 2.133 -0.651
N 0.088 1.462 -0.053
Si 0.269 -0.025 -0.904
N -1.522 -0.879 -0.737
C -2.527 -0.436 0.028
N -3.688 -1.269 0.133
O -2.577 0.664 0.572
O 1.303 -0.999 -0.165
Si 2.599 -1.886 0.435
H 0.398 3.520 1.497
H 1.627 4.275 0.619
H -0.901 1.547 0.402
H 0.422 0.020 -2.377
H -1.494 -1.770 -1.110
H -4.147 -1.687 -0.749
H -4.345 -0.623 0.486
H 3.074 -2.313 -0.857
H 1.973 -2.552 1.488
H 3.654 -1.349 1.325
*
```

Calculated values
HOMO level: -9.894 eV
E: -30098.395 eV
SMILES string: NC(=O)N[SiH](NC(N)=O)O[SiH3]

Quick look at the Löwdin charges, all values in e: 0.1384, -0.6591, -0.0189, 0.0071, 0.5056, 0.0531, -0.6691, 0.1021, -0.0092, -0.4288, 0.5948, 0.0980, 0.1374, 0.1181, 0.0125, 0.0477, 0.1290, 0.0543, -0.0503, -0.0872, -0.0756